Record 1
The following is a DFT calculation (ωB97M-V with the def2-TZVPD basis set) of the molecule C4H9NO2 in a non-equilibrium geometry.

relative energy (zero: lowest compared OMol25 entry of this formula, charge and spin): 59.8 kcal/mol
frontier orbital gap: 10.29 eV
DFT total energy: -362.9902 a.u.
HOMO: -9.6102 eV
structure (SMILES): C[C@@H](CO)NC=O

Last column: Mulliken charge in e.
CARTESIAN COORDINATES (ANGSTROEM)
C 1.57290 -0.03626 0.37950  0.05
N 0.75833 1.10450 0.20450  -0.32
C -0.19209 -0.18870 -1.79135  -1.52
C -0.52235 0.82189 -0.52929  0.11
C -1.50414 0.13538 0.50009  -0.65
O -1.65606 -1.21285 0.09242  -0.50
O 2.09499 -0.44066 1.35900  -0.49
H 1.85958 -0.55082 -0.60217  0.31
H 0.49487 1.79295 0.99895  0.27
H 0.65843 0.14516 -2.33862  0.48
H -1.08772 -0.00667 -2.47029  0.40
H -0.33047 -1.25254 -1.58837  0.37
H -0.73803 1.71748 -1.12171  0.41
H -1.11629 0.20310 1.50795  0.38
H -2.45023 0.64277 0.41798  0.40
H -2.23577 -1.58863 0.79974  0.29

---

Record 2
The following is a DFT calculation (ωB97M-V with the def2-TZVPD basis set) of a cluster of 2 separate species, C4H9NO2 in total in a non-equilibrium geometry.

relative energy (zero: lowest compared OMol25 entry of this formula, charge and spin): 100.6 kcal/mol
frontier orbital gap: 10.53 eV
DFT total energy: -362.9252 a.u.
HOMO: -9.8235 eV
structure (SMILES): O=CNO.C=CC

Last column: Mulliken charge in e.
CARTESIAN COORDINATES (ANGSTROEM)
C -0.47443 -1.50977 2.02885  -0.77
C -0.61403 -0.83288 0.92441  0.51
C 1.04403 1.04988 -1.40722  0.23
C -1.90090 -0.80412 0.10783  -1.20
N 2.06425 1.41242 -0.63837  -0.14
O 3.39049 1.50066 -1.06082  -0.38
O 1.07408 0.77587 -2.56318  -0.56
H 0.48620 -1.43445 2.60608  0.22
H -1.23062 -2.04202 2.50838  0.31
H -0.01670 -0.01325 0.60044  -0.21
H 0.17230 1.02694 -0.75852  0.33
H -1.75681 -0.32665 -0.84894  0.33
H -2.56334 -0.25718 0.69247  0.31
H -2.40597 -1.70524 0.00925  0.43
H 1.86480 1.75528 0.38419  0.27
H 3.26594 1.80663 -1.96780  0.33

---

Record 3
The following is a DFT calculation (ωB97M-V with the def2-TZVPD basis set) of the molecule C4H9NO2.

relative energy (zero: lowest compared OMol25 entry of this formula, charge and spin): 11.5 kcal/mol
frontier orbital gap: 10.65 eV
DFT total energy: -363.0672 a.u.
HOMO: -9.7189 eV
structure (SMILES): CCNC(=O)OC

Last column: Mulliken charge in e.
CARTESIAN COORDINATES (ANGSTROEM)
C -2.18931 0.73488 1.01243  -0.97
C -1.69485 -0.51049 0.26630  -0.41
N -0.59291 -0.25833 -0.64360  -0.21
C 0.69164 -0.31472 -0.19888  0.66
O 1.03519 -0.67261 0.90972  -0.61
O 1.55203 0.06499 -1.17273  -0.38
C 2.92521 -0.02092 -0.79739  -0.59
H -1.38155 1.46219 1.11984  0.31
H -3.02491 1.21625 0.49555  0.31
H -2.52337 0.47241 2.02073  0.27
H -1.33693 -1.26141 0.97303  0.27
H -2.51789 -0.96477 -0.29573  0.37
H -0.75319 0.16692 -1.54192  0.22
H 3.48882 0.38522 -1.63867  0.22
H 3.11221 0.56223 0.10779  0.28
H 3.20980 -1.06184 -0.61647  0.27

---

> Among the records above, which one has the highest frontier orbital gap?

number 3

---

> Number 1 is which compound?

C4H9NO2

---

> Which of these has the highest frontier orbital gap?

number 3

---

> relative energy (zero: lowest compared OMol25 entry of this formula, charge and spin) of number 1 (C4H9NO2)?

59.8 kcal/mol